The following is a DFT calculation (wB97M-V/def2-TZVPD) of a structure of composition C13H14Cl2N2NdO4Pr in a non-equilibrium geometry.

The geometry in XYZ format:
```
37
Properties=species:S:1:pos:R:3:forces:R:3:lowdin_charge:R:1
Pr -0.123 -0.326 -9.950 -0.017 2.406 3.401 1.297
Nd -0.129 -1.001 -2.944 1.226 1.017 -0.485 1.551
Cl -1.006 1.999 -9.546 0.598 -1.795 -0.443 0.215
Cl 1.821 -2.479 -3.097 -0.651 0.468 -0.064 -0.016
C -1.035 -2.728 -1.510 -2.162 -5.933 4.880 -0.084
C -0.681 0.064 -12.195 -2.110 1.277 -8.792 -0.068
C 0.343 -2.499 -11.246 1.316 -6.058 -3.673 0.010
O -1.333 -3.573 -0.774 1.451 4.200 -3.668 0.227
O -0.939 0.191 -13.321 1.327 -0.592 5.916 0.292
O 0.563 -3.476 -11.826 -1.061 4.730 2.806 0.254
C -2.195 -1.142 4.736 -0.214 0.042 -0.075 -0.058
C -0.737 -0.745 4.814 0.377 -0.178 0.000 -0.185
N -0.296 0.199 3.769 0.218 -0.097 -1.309 -0.032
C 0.117 1.518 4.276 -0.338 -0.128 0.045 -0.200
C 1.454 1.478 5.001 0.073 0.151 -0.123 -0.056
C -0.238 -0.300 2.502 -0.564 0.257 2.412 -0.385
O -0.607 -1.453 2.287 0.294 0.099 -0.912 0.039
C 0.239 0.503 1.308 0.015 -0.500 -0.320 -0.019
C 1.100 1.611 1.235 -0.561 -0.723 -0.031 0.082
C 1.517 2.061 -0.015 0.613 0.878 -0.552 0.010
C 1.163 1.383 -1.161 -0.581 -0.996 0.039 -0.097
N 0.372 0.252 -1.103 -0.178 1.035 1.119 -0.220
C -0.131 -0.135 0.120 0.984 0.748 -1.314 -0.040
H -2.858 -0.276 4.812 0.055 -0.106 0.019 0.087
H -2.403 -1.816 5.570 -0.080 0.094 -0.081 0.094
H -2.390 -1.676 3.804 -0.087 0.084 0.213 0.067
H -0.517 -0.225 5.748 -0.056 -0.368 0.017 0.120
H -0.118 -1.648 4.727 -0.043 0.261 0.190 0.139
H 0.111 2.242 3.459 -0.174 -0.007 0.261 0.098
H -0.662 1.814 4.993 0.129 0.111 -0.359 0.139
H 2.256 1.146 4.334 -0.024 -0.016 0.150 0.080
H 1.687 2.486 5.354 0.049 -0.143 0.024 0.094
H 1.414 0.815 5.872 0.088 0.121 -0.238 0.088
H 1.429 2.097 2.147 0.114 -0.023 -0.282 0.123
H 2.149 2.964 -0.099 -0.403 -0.669 0.059 0.152
H 1.461 1.675 -2.175 0.186 0.126 0.521 0.118
H -0.797 -0.997 0.094 0.189 0.226 0.651 0.083
```
Positions in Å, forces in eV/Å.

Output
Expectation value of S²: 8.76
Energy: -79226.3273 eV
E_LUMO (alpha / beta): -15.0 / -14.6 eV
Spin multiplicity: 6
Charge: +4
Maximum force: 9.132 eV/Å

The following is a DFT calculation (wB97M-V/def2-TZVPD) of the molecule C6H12O.

The geometry in XYZ format:
```
19
Properties=species:S:1:pos:R:3:forces:R:3:nbo_charge:R:1
C -1.719 -1.014 -0.666 -0.022 -0.048 -0.016 -0.603
C -0.798 0.095 -0.154 0.048 0.027 -0.052 -0.250
C -1.566 1.129 0.670 -0.016 0.043 0.047 -0.604
C 0.308 -0.507 0.688 -0.206 0.124 0.104 0.070
O 1.097 -1.531 0.096 0.037 -0.209 -0.092 -0.502
C 1.753 -0.326 0.473 0.179 0.157 0.065 0.064
C 2.381 0.470 -0.640 -0.060 0.022 -0.044 -0.637
H -2.507 -0.601 -1.306 0.110 -0.054 0.103 0.207
H -1.148 -1.747 -1.243 -0.103 0.091 0.079 0.225
H -2.201 -1.539 0.169 0.068 0.082 -0.100 0.201
H -0.354 0.595 -1.024 -0.054 -0.076 0.125 0.200
H -2.045 0.652 1.535 0.078 0.075 -0.125 0.203
H -2.355 1.600 0.073 0.127 -0.078 0.069 0.213
H -0.905 1.919 1.043 -0.088 -0.103 -0.051 0.210
H -0.006 -0.746 1.711 0.038 0.021 -0.147 0.176
H 2.392 -0.441 1.353 -0.098 -0.009 -0.120 0.176
H 1.656 0.773 -1.399 0.092 -0.061 0.106 0.212
H 3.141 -0.145 -1.133 -0.049 0.083 0.073 0.224
H 2.873 1.365 -0.246 -0.081 -0.089 -0.024 0.215
```
Positions in Å, forces in eV/Å.

Output
Energy: -8463.2247 eV
E_LUMO: 1.1 eV
SMILES: CC(C)[C@H]1O[C@H]1C
Relative energy (zero: lowest compared OMol25 entry of this formula, charge and spin): 109.0 kJ/mol
Maximum force: 0.262 eV/Å

The following is a DFT calculation (wB97M-V/def2-TZVPD) of the molecule C6H9N in a non-equilibrium geometry.

The geometry in XYZ format:
```
16
Properties=species:S:1:pos:R:3:forces:R:3:nbo_charge:R:1
C 0.047 -1.116 -2.246 0.451 0.502 0.194 -0.414
C 0.149 -0.483 -1.080 -1.412 0.262 0.420 0.041
C 1.077 -0.779 0.155 -1.264 0.977 0.248 -0.448
C 0.684 0.447 0.978 0.076 0.864 -0.343 -0.070
C -0.846 0.410 0.930 0.502 -2.509 -2.801 -0.122
C -0.947 0.595 -0.646 0.443 -0.219 1.377 -0.424
H -0.817 -0.979 -2.873 -0.118 0.349 -0.170 0.200
H 0.838 -1.690 -2.693 0.185 -0.598 0.274 0.201
H 2.109 -0.883 -0.123 0.474 -0.270 0.180 0.226
H 0.621 -1.571 0.718 0.479 -1.277 -0.259 0.227
H 1.154 1.291 0.484 -0.403 0.450 -0.075 0.159
H -0.117 1.931 2.126 0.155 -1.568 0.142 0.364
H -1.104 -0.701 0.979 -0.102 1.566 0.997 0.161
H -0.623 1.592 -0.869 0.277 0.564 -0.614 0.208
H -1.936 0.446 -1.084 0.102 -0.229 0.087 0.217
N -0.158 0.874 2.112 0.156 1.136 0.343 -0.529
```
Positions in Å, forces in eV/Å.

Output
Energy: -7853.0621 eV
E_LUMO: 1.0 eV
SMILES: C=C1C[C@@H]2N[C@H]2C1
Relative energy (zero: lowest compared OMol25 entry of this formula, charge and spin): 491.8 kJ/mol
Maximum force: 3.794 eV/Å

The following is a DFT calculation (wB97M-V/def2-TZVPD) of the ion C4H11N4 with charge +1 in a non-equilibrium geometry.

The geometry in XYZ format:
```
19
Properties=species:S:1:pos:R:3:forces:R:3:nbo_charge:R:1
C -0.181 0.477 -1.248 1.234 1.405 -0.700 -0.016
C -0.192 -1.139 0.894 -2.018 -0.127 -3.037 0.199
C -0.360 0.162 -2.752 -3.538 2.092 -0.827 -0.635
C 1.040 0.568 2.098 0.871 -0.774 -1.952 -0.435
N 0.899 -0.437 -0.983 2.825 -1.091 -0.123 0.031
N 0.823 -1.134 -0.015 0.426 -0.902 2.087 -0.151
N -1.171 0.367 -0.282 0.547 -0.871 0.600 -0.733
N -0.261 -0.222 2.028 2.099 -0.396 2.078 -0.584
H 0.543 1.375 -1.138 -1.521 -0.442 -0.154 0.241
H -0.712 -2.120 0.908 0.207 0.892 0.654 0.269
H 0.044 0.932 -3.400 -0.015 0.449 0.226 0.251
H -1.444 0.023 -3.114 1.300 0.468 0.990 0.235
H 0.103 -0.688 -3.096 1.283 -2.251 -0.129 0.238
H 1.277 1.083 2.980 -0.730 0.536 1.690 0.254
H 1.782 -0.247 2.029 0.087 0.893 -0.332 0.238
H 1.113 1.337 1.287 -0.216 -1.136 0.428 0.248
H -1.903 -0.059 -0.812 -1.310 -0.383 0.252 0.373
H -0.989 0.333 1.596 -1.257 1.309 0.344 0.509
H -0.413 -0.611 3.020 -0.272 0.329 -2.098 0.468
```
Positions in Å, forces in eV/Å.

Output
Energy: -10274.8538 eV
E_LUMO (alpha / beta): -4.5 / -4.5 eV
Relative energy (zero: lowest compared OMol25 entry of this formula, charge and spin): 611.3 kJ/mol
Charge: +1
Maximum force: 4.192 eV/Å

The following is a DFT calculation (wB97M-V/def2-TZVPD) of the ion C7H9N2O2 with charge +1 in a non-equilibrium geometry.

The geometry in XYZ format:
```
20
Properties=species:S:1:pos:R:3:forces:R:3:nbo_charge:R:1
C -0.126 1.417 -0.098 2.845 -0.152 0.143 -0.142
C 0.849 0.400 -0.225 0.418 2.702 -0.016 -0.129
C -1.336 0.773 0.022 -2.200 -1.114 -0.264 0.418
C 2.200 0.659 -0.279 -0.816 -1.646 0.067 0.647
C 3.936 -1.033 0.348 0.625 1.470 -0.629 0.323
C -2.644 1.505 0.068 -1.678 -4.378 2.691 -0.680
C -1.834 -1.813 -0.146 -2.818 2.658 2.981 -0.396
N -1.063 -0.561 -0.085 -2.979 0.631 -0.013 -0.215
N 0.226 -0.805 -0.289 1.268 -1.143 -0.198 -0.048
O 3.064 1.424 -0.139 1.057 1.679 0.110 -0.483
O 2.845 -0.983 -0.232 1.345 0.185 1.063 -0.440
H 0.103 2.439 0.030 -0.127 0.961 -0.050 0.255
H 4.560 -0.086 0.762 -1.874 -1.897 -0.917 0.209
H 4.410 -2.004 0.334 0.237 -0.297 0.399 0.185
H -2.675 2.374 0.665 0.543 0.965 0.785 0.272
H -2.919 1.767 -0.880 -0.507 0.802 -2.878 0.275
H -3.565 0.823 0.427 2.244 1.294 -0.655 0.258
H -2.039 -2.115 0.887 0.305 -0.250 -0.095 0.222
H -2.822 -1.771 -0.587 0.168 0.413 -0.671 0.232
H -1.168 -2.411 -0.583 1.943 -2.883 -1.850 0.237
```
Positions in Å, forces in eV/Å.

Output
Expectation value of S²: 2.02
Energy: -14467.1540 eV
E_LUMO (alpha / beta): -4.0 / -7.5 eV
Spin multiplicity: 3
Relative energy (zero: lowest compared OMol25 entry of this formula, charge and spin): 114.4 kJ/mol
Charge: +1
Maximum force: 5.405 eV/Å

The following is a DFT calculation (wB97M-V/def2-TZVPD) of the ion C4H11N2O with charge +1 in a non-equilibrium geometry.

The geometry in XYZ format:
```
18
Properties=species:S:1:pos:R:3:forces:R:3:nbo_charge:R:1
N 1.898 1.650 -1.004 -0.431 0.299 -0.876 -0.680
C 0.585 1.135 -0.512 0.327 -0.002 0.154 -0.337
C 0.991 0.126 0.568 -0.481 -0.315 0.017 0.652
N 0.030 -0.620 1.104 0.338 0.002 0.203 -0.562
C -1.404 -0.607 0.804 0.295 -0.088 -0.143 -0.224
C -1.837 -1.793 -0.056 -0.733 -0.285 -0.208 -0.645
O 2.175 0.072 0.867 0.200 0.046 0.097 -0.623
H 2.597 1.432 -0.264 -0.011 -0.220 0.187 0.481
H 1.862 2.640 -1.247 0.117 -0.022 0.127 0.444
H 2.153 1.138 -1.850 0.279 0.053 0.083 0.442
H 0.040 1.958 -0.063 -0.177 0.082 -0.061 0.253
H 0.029 0.695 -1.340 0.007 0.099 0.151 0.251
H 0.378 -1.260 1.810 -0.170 0.003 -0.051 0.428
H -1.921 -0.580 1.758 -0.100 0.007 0.020 0.230
H -1.625 0.324 0.294 -0.103 0.205 0.065 0.196
H -1.013 -2.481 -0.243 -0.099 -0.010 0.074 0.228
H -2.261 -1.491 -1.016 0.364 0.204 -0.070 0.224
H -2.677 -2.337 0.389 0.379 -0.057 0.230 0.241
```
Positions in Å, forces in eV/Å.

Output
Energy: -9348.0058 eV
E_LUMO: -3.6 eV
SMILES: CCNC(=O)C[NH3+]
Relative energy (zero: lowest compared OMol25 entry of this formula, charge and spin): 82.1 kJ/mol
Charge: +1
Maximum force: 1.021 eV/Å